Molecular formula: C3H8N2S
Method: DFT, ωB97M-V/def2-TZVPD

Values from the calculation:
**Relative energy (zero: lowest compared OMol25 entry of this formula, charge and spin)**: 75.5 kJ/mol
**LUMO**: 0.7920 eV
**Total energy**: -626.79453 a.u.
**HOMO-LUMO gap**: 9.30 eV
**E_HOMO**: -8.5 eV
**Structure (SMILES)**: CNC(=S)CN
**Strongest force on any atom**: 2.2 eV/A

CARTESIAN COORDINATES (ANGSTROEM)
C (2.384, -0.434, 0.219)
N (1.079, -0.986, -0.102)
C (-0.041, -0.177, -0.164)
S (0.172, 1.456, -0.071)
C (-1.387, -0.952, -0.227)
N (-2.514, -0.223, 0.269)
H (3.157, -1.277, 0.143)
H (2.616, 0.263, -0.561)
H (2.465, 0.053, 1.213)
H (0.911, -1.979, -0.013)
H (-1.538, -1.164, -1.316)
H (-1.213, -1.883, 0.285)
H (-2.425, -0.195, 1.283)
H (-2.417, 0.731, -0.045)

Atomic partial charges in e from the Löwdin method, atoms 1 to 5: -0.156 -0.107 -0.775 0.668 -0.301